(1)
# C14H12N4OSTc

C14H12N4OSTc as an isolated structure in a non-equilibrium geometry (ωB97M-V/def2-TZVPD, the OMol25 dataset).

Element x y z (Å)
Tc (-0.43559, 0.29695, 0.12766)
S (-1.15846, 0.80737, -2.02889)
O (0.09236, -0.55567, 1.78253)
N (-0.12232, -1.68868, -2.06916)
N (0.06859, -1.49506, -0.72116)
N (-0.58533, 1.80009, 1.08735)
N (-0.69072, -0.78232, -4.08860)
C (1.28612, -1.68212, 3.43244)
C (-0.60158, -0.71364, -2.74938)
C (2.08122, -2.73933, 3.80945)
C (1.88706, -3.69187, 1.61168)
C (2.37866, -3.75096, 2.89736)
C (0.91810, 2.11148, 2.82277)
C (-0.86207, 3.78186, 4.13941)
C (0.31444, 3.38488, 4.76464)
C (0.67790, -2.51814, -0.17393)
C (0.79718, -1.58845, 2.11802)
C (1.10699, -2.61124, 1.17990)
C (-0.32157, 2.43810, 2.19965)
C (1.19568, 2.54673, 4.09291)
C (-1.18745, 3.32627, 2.88071)
H (2.11955, -4.47378, 0.90421)
H (2.48985, -2.76775, 4.80854)
H (-1.53823, 4.44366, 4.66193)
H (-2.11246, 3.60770, 2.39903)
H (-1.11330, -0.02294, -4.58933)
H (2.12512, 2.24972, 4.55595)
H (1.03384, -0.87704, 4.10647)
H (0.91131, -3.35659, -0.82705)
H (-0.33307, -1.57984, -4.57970)
H (3.01342, -4.56994, 3.19861)
H (0.55441, 3.71726, 5.76306)
H (1.60195, 1.46897, 2.28350)

Forces on atoms 1 to 6 (eV/Å):
-1.461 3.892 1.218
0.108 -0.353 -0.316
0.051 -0.475 0.997
0.228 -0.957 -1.115
0.839 -1.185 -0.131
-0.307 -2.805 -3.318

The value obtained for the HOMO energy (alpha / beta) is -7.63 / -7.73 eV. The total energy is -1313.90397 Ha. The value obtained for the energy above the lowest of the compared OMol25 structures with the same formula, charge and spin is 0.763 eV. For the gap between HOMO and LUMO (alpha / beta), the calculation gives 6.4 / 7.0 eV. The expectation value of S² is 1.02. For the LUMO energy (alpha / beta), the calculation gives -1.22 / -0.76 eV. The multiplicity is 2.

Atom charges from the natural (NBO) analysis, given in e for atoms 1 to 2: number 1, Tc, carries 0.85; number 2, S, carries -0.19


(2)
# C14H12O2

C14H12O2 in the gas phase (ωB97M-V/def2-TZVPD, the OMol25 dataset).

Element x y z (Å)
O (0.56531, 2.55548, -0.53642)
O (0.07943, 0.49517, 2.20190)
C (2.50951, -1.72565, -0.18549)
C (-3.27995, 0.46597, -1.32473)
C (1.67951, 0.52468, -0.08251)
C (4.00559, 0.11274, -0.54909)
C (2.95929, 0.99951, -0.37615)
C (0.60578, 1.52205, 0.09347)
C (1.46040, -0.84516, 0.00736)
C (-3.71855, -0.77782, -0.89787)
C (-2.23785, 1.09751, -0.66952)
C (-0.48506, 1.20763, 1.12527)
C (3.78331, -1.24851, -0.45249)
C (-1.61891, 0.48734, 0.41595)
C (-3.10565, -1.39063, 0.18171)
C (-2.05662, -0.76365, 0.83228)
H (-3.44089, -2.35730, 0.51900)
H (3.11359, 2.06298, -0.45356)
H (2.33538, -2.78947, -0.13040)
H (-0.59710, 0.37968, 2.87751)
H (-1.57713, -1.25665, 1.66845)
H (-1.89446, 2.06534, -1.00042)
H (0.46806, -1.22499, 0.19613)
H (-0.86862, 2.18234, 1.47089)
H (-4.53388, -1.26950, -1.40728)
H (4.99772, 0.48856, -0.76149)
H (4.60133, -1.94050, -0.59255)
H (-3.74954, 0.94287, -2.16996)

Forces on atoms 1 to 6 (eV/Å):
0.003 -0.110 0.162
-0.001 -0.117 0.035
0.030 -0.055 -0.039
0.040 -0.033 0.058
0.608 -0.020 -0.262
0.157 0.218 -0.028

The value obtained for the HOMO energy is -9.20 eV. The total energy is -691.16274 Ha. As for the structure (SMILES): O=C(c1ccccc1)[C@H](O)c1ccccc1. The value obtained for the energy above the lowest of the compared OMol25 structures with the same formula, charge and spin is 0.000 eV. For the gap between HOMO and LUMO, the calculation gives 9.6 eV. For the LUMO energy, the calculation gives 0.43 eV. The multiplicity is 1.

Atom charges from the natural (NBO) analysis, given in e for atoms 1 to 2: number 1, O, carries -0.53; number 2, O, carries -0.70


(3)
# C14H13BrF6IN2O9PtS2

C14H13BrF6IN2O9PtS2 as an isolated structure in a non-equilibrium geometry (ωB97M-V/def2-TZVPD, the OMol25 dataset).

Element x y z (Å)
Pt (-0.40942, 0.33220, 0.24466)
I (1.75755, 1.02413, 1.69164)
Br (4.42329, 0.80230, -0.58280)
S (-0.29598, 3.00035, -0.76507)
S (0.31067, 1.51156, -3.01155)
F (1.64559, -0.62620, -2.00769)
F (1.15550, 5.11611, -1.39470)
F (0.15145, -1.09463, -3.49219)
F (2.03574, -0.21371, -4.08811)
F (2.31261, 3.43352, -0.68928)
F (1.16259, 4.61634, 0.71084)
O (-2.68177, 0.17601, 3.64509)
O (-1.38176, -0.63725, 1.97240)
O (-4.24362, 1.76057, -1.83748)
O (-2.25381, 0.90877, -1.10699)
O (-0.73259, -1.92360, -0.49967)
O (1.23095, 2.44876, -3.55081)
O (-0.98281, 1.33643, -3.56744)
O (-1.20821, 3.69877, -1.59182)
O (-0.68674, 2.63506, 0.60189)
N (-3.64627, -1.02322, 0.39465)
N (0.32894, 1.65137, -1.37625)
C (-2.00455, -2.29190, -1.05212)
C (-2.41601, -0.28807, 2.57096)
C (-3.82025, -0.69106, 1.74320)
C (5.59703, -1.07008, 1.19029)
C (5.69345, -1.82803, 2.34618)
C (4.67514, -1.80084, 3.28642)
C (-3.45420, 1.04599, -1.30211)
C (-4.34937, -0.30849, -0.57017)
C (1.10254, -0.20092, -3.16767)
C (1.19352, 4.13078, -0.52672)
C (-3.04962, -2.31546, 0.05533)
C (3.54760, -1.02682, 3.06969)
C (3.45281, -0.26820, 1.91389)
C (4.47893, -0.27899, 0.97132)
H (-3.85417, -2.99462, -0.24377)
H (6.57155, -2.43685, 2.51151)
H (-0.04666, -2.14733, -1.14270)
H (2.74795, -1.00520, 3.79760)
H (4.75768, -2.37780, 4.19719)
H (-1.92476, -3.30554, -1.44656)
H (-4.48557, 0.15739, 1.87230)
H (-4.15078, -1.54091, 2.34551)
H (-4.57665, -0.88865, -1.46155)
H (6.39004, -1.07636, 0.45593)
H (-2.56862, -2.71844, 0.94435)
H (-2.27860, -1.62185, -1.87026)
H (-5.22031, 0.21460, -0.18733)

Forces on atoms 1 to 6 (eV/Å):
-0.414 -0.082 -0.529
0.986 -0.459 0.615
0.031 -0.168 0.122
0.733 0.763 -0.276
0.557 -0.471 -0.288
-0.083 0.127 -0.098

The value obtained for the HOMO energy (alpha / beta) is -11.85 / -12.02 eV. The total energy is -5714.08460 Ha. The value obtained for the energy above the lowest of the compared OMol25 structures with the same formula, charge and spin is 0.323 eV. For the gap between HOMO and LUMO (alpha / beta), the calculation gives 9.1 / 4.2 eV. The charge is +1. The expectation value of S² is 6.02. For the LUMO energy (alpha / beta), the calculation gives -2.75 / -7.84 eV. The multiplicity is 5.

Atom charges from the natural (NBO) analysis, given in e for atoms 1 to 2: number 1, Pt, carries 1.17; number 2, I, carries 0.35